(1)
112
Properties=species:S:1:pos:R:3:forces:R:3:lowdin_spin:R:1 method="wB97M-V/def2-TZVPD" spin_multiplicity=5 s_squared=6.0451 charge=+4
Os 1.270723 0.054948 0.439704 -0.4 0.0 0.0 1.671
Te 3.732285 -0.932698 0.013933 0.3 0.0 0.1 0.033
C 4.094157 -1.087578 -2.042704 0.0 -0.1 0.0 0.000
C 5.323174 -1.634261 -2.405318 0.0 0.1 -0.1 0.000
C 5.623905 -1.782049 -3.753281 0.0 0.0 0.1 0.000
C 4.698471 -1.412322 -4.717601 0.0 0.0 0.0 0.000
C 3.460756 -0.903594 -4.345299 0.0 0.0 0.1 0.001
C 3.152246 -0.742418 -3.001831 -0.1 0.0 0.0 0.001
C 4.849366 0.840963 0.371442 0.0 0.0 0.1 0.026
C 4.667900 1.494338 1.587755 0.0 -0.1 0.0 0.011
C 5.453154 2.597039 1.891764 0.2 0.0 0.1 0.000
C 6.412568 3.040602 0.989607 0.1 -0.2 0.1 0.006
C 6.582007 2.386256 -0.222518 0.1 -0.1 0.1 0.002
C 5.798928 1.281590 -0.541137 0.1 0.0 0.2 0.005
H 6.045810 -1.940037 -1.658959 0.0 0.0 0.0 0.000
H 6.578125 -2.194722 -4.046393 0.0 0.0 0.0 0.000
H 4.935683 -1.537514 -5.763975 0.0 0.0 -0.1 0.000
H 2.734403 -0.644136 -5.103521 0.0 0.0 0.0 0.000
H 2.167234 -0.392379 -2.706207 0.0 0.0 0.0 0.001
H 3.948039 1.134575 2.316186 0.0 0.0 0.0 0.002
H 5.334977 3.094085 2.844212 0.0 0.0 0.0 0.000
H 7.043616 3.879954 1.242530 0.0 0.1 0.0 0.000
H 7.340616 2.716887 -0.916900 0.1 0.0 -0.1 0.000
H 5.954666 0.771834 -1.480527 0.0 -0.1 -0.1 0.000
N 1.865991 -1.693011 6.405843 0.0 0.0 0.1 0.014
C 1.720185 -1.383258 5.120485 0.0 0.0 0.0 0.009
C 1.952892 -2.330291 4.096532 0.0 0.0 -0.1 0.009
C 1.810888 -1.964815 2.789522 0.0 -0.1 0.0 0.003
N 1.442365 -0.724473 2.393257 0.0 -0.1 -0.1 0.039
C 1.191903 0.176040 3.373179 0.0 0.1 0.0 0.027
C 1.317421 -0.091479 4.705672 0.0 0.0 -0.1 -0.001
H 2.163674 -2.611759 6.694264 0.0 0.0 0.0 0.000
H 1.713494 -1.012408 7.133832 0.0 0.0 0.0 0.000
H 2.248582 -3.341383 4.336396 0.0 0.0 0.0 0.000
H 1.987121 -2.686281 2.000954 0.0 0.0 0.1 -0.001
H 0.871637 1.164974 3.048886 0.0 -0.1 0.0 0.011
H 1.106057 0.681639 5.429551 0.0 0.0 0.0 0.000
C -2.464277 -0.118017 -0.284143 0.0 0.1 0.0 0.018
C -3.559583 -1.130150 -0.627350 -0.1 0.0 0.0 0.091
As -5.333591 -0.285871 -0.686231 0.0 0.0 0.1 0.462
C -5.614856 0.551347 1.012020 0.0 0.0 0.0 0.080
C -5.669348 1.936913 1.118933 0.0 0.0 0.0 0.008
C -5.884561 2.508763 2.365844 0.0 0.0 -0.1 0.000
C -6.037086 1.701718 3.482533 0.0 0.0 0.0 0.000
C -5.977458 0.318496 3.367633 0.0 0.0 0.0 0.006
C -5.770617 -0.269088 2.130148 0.0 0.0 0.0 0.018
C -6.643362 -1.592508 -0.947841 -0.1 0.0 0.0 0.096
C -6.371068 -2.787499 -1.637210 0.0 0.0 0.0 0.049
C -7.372507 -3.723260 -1.777047 0.0 0.0 0.0 0.008
C -8.648870 -3.457813 -1.279299 0.0 0.0 0.0 0.094
C -8.933876 -2.256927 -0.635701 0.0 0.1 0.0 0.001
C -7.941341 -1.310461 -0.481446 0.0 0.0 0.0 0.058
P -0.859413 -0.916939 0.118164 0.2 0.0 0.2 0.056
C -1.322036 -2.075693 1.420171 -0.1 0.1 0.0 0.008
C -1.620680 -1.533893 2.672656 0.0 0.0 0.0 0.003
C -2.054989 -2.353732 3.699577 0.0 0.0 0.0 0.000
C -2.189026 -3.720977 3.485015 0.0 0.0 0.0 0.000
C -1.903504 -4.262181 2.240206 0.0 0.0 0.0 0.000
C -1.479137 -3.442623 1.203172 0.0 0.0 0.0 0.002
C -0.297075 -1.842469 -1.325656 0.0 0.1 0.0 0.024
C 0.664349 -2.847941 -1.152674 0.0 0.0 0.1 0.019
C 1.158131 -3.540173 -2.248011 0.0 0.0 0.0 -0.002
C 0.708554 -3.231625 -3.522812 0.0 0.0 0.0 0.014
C -0.232576 -2.225214 -3.708120 0.0 0.0 0.1 0.002
C -0.728733 -1.528792 -2.618732 0.0 0.0 0.0 0.009
H -2.732921 0.449578 0.614868 0.0 0.0 0.0 0.002
H -2.316031 0.607723 -1.087271 0.0 0.0 0.0 0.002
H -3.651272 -1.904022 0.142466 0.1 0.1 0.0 0.012
H -3.379901 -1.618956 -1.585240 0.0 0.0 0.0 0.000
H -5.578785 2.567461 0.243282 0.0 0.0 0.0 0.004
H -5.954010 3.582819 2.459063 0.0 0.0 0.0 0.000
H -6.224755 2.150677 4.446992 0.0 0.0 0.1 0.000
H -6.122373 -0.304476 4.238648 0.0 0.0 0.0 0.001
H -5.761985 -1.348730 2.040204 0.0 0.0 0.0 0.000
H -5.389348 -2.984001 -2.047950 0.0 0.0 0.0 0.002
H -7.176274 -4.659219 -2.279839 0.0 0.0 0.0 -0.001
H -9.432198 -4.191467 -1.409590 0.0 0.0 0.0 0.004
H -9.930586 -2.063032 -0.266146 0.0 0.0 0.0 -0.001
H -8.158415 -0.367567 0.006732 0.0 0.0 0.0 0.001
H -1.517170 -0.469274 2.852049 0.0 0.0 0.0 0.001
H -2.288856 -1.930146 4.666751 0.0 0.0 0.0 0.000
H -2.521435 -4.364076 4.287450 0.0 0.0 0.0 0.000
H -2.017378 -5.322889 2.071643 0.0 -0.1 0.0 0.000
H -1.278874 -3.876849 0.232265 0.0 0.0 0.0 0.000
H 0.977913 -3.133858 -0.152392 0.0 0.0 -0.1 -0.001
H 1.879511 -4.332505 -2.104662 0.0 0.0 0.0 0.000
H 1.081239 -3.782990 -4.373631 0.0 0.0 -0.1 0.001
H -0.594762 -2.000898 -4.700855 0.0 0.0 -0.1 0.000
H -1.474113 -0.762607 -2.780545 0.0 0.1 0.0 0.000
C -0.009137 2.085200 -2.655881 0.0 0.0 0.0 0.007
As 1.204780 1.904061 -1.160553 0.0 0.1 0.0 0.072
C 0.726510 3.462527 -0.104488 -0.1 0.0 0.0 0.012
C 2.950181 2.463879 -2.061715 0.0 0.0 -0.1 0.065
C 3.275811 3.869583 -1.857416 -0.1 0.0 -0.1 0.229
C 2.882204 4.858723 -2.806654 0.0 0.2 -0.1 0.070
C 3.262964 6.160839 -2.645404 -0.1 -0.3 -0.1 0.067
C 4.032566 6.527159 -1.513586 0.0 -0.1 0.1 0.280
C 4.412536 5.567355 -0.550688 -0.1 -0.1 0.0 0.039
C 4.030809 4.265732 -0.708604 0.0 0.0 0.1 0.102
H 0.153077 3.032944 -3.168939 0.0 0.0 0.0 0.000
H -1.024491 2.076688 -2.258743 0.0 0.0 -0.1 0.002
H 0.123600 1.261350 -3.354609 0.0 0.0 0.0 0.000
H 0.670477 4.356132 -0.726712 0.0 0.0 0.0 0.002
H 1.446293 3.615791 0.698707 0.0 0.0 0.0 0.002
H -0.257703 3.276711 0.330415 0.1 0.0 0.0 0.002
H 2.788426 2.228535 -3.114893 0.0 0.0 0.0 0.006
H 3.702696 1.801144 -1.628177 -0.2 0.1 -0.1 0.007
H 2.316419 4.554116 -3.678635 0.0 0.0 0.0 0.000
H 3.000354 6.915048 -3.372700 0.0 0.0 0.0 0.000
H 4.330549 7.559373 -1.387301 0.0 0.0 0.0 0.011
H 5.008646 5.874528 0.296045 0.0 0.0 0.1 -0.001
H 4.318771 3.505639 0.013080 -0.2 0.3 -0.2 0.001

(2)
11
Properties=species:S:1:pos:R:3:forces:R:3:nbo_charge:R:1 method="wB97M-V/def2-TZVPD" charge=-1
C 1.460176 0.807931 -0.381385 0.3 0.0 -0.2 0.336
C 1.353583 -0.434064 0.253413 0.3 -1.0 0.4 -0.805
N 1.627494 1.817357 -0.872753 0.2 1.8 -0.9 -0.415
O -1.005062 -1.025742 -0.902956 -0.1 0.7 0.3 -1.028
O -3.095012 0.009254 -0.169424 0.9 -0.2 0.3 -1.034
O -1.174653 -0.103500 1.403722 -0.7 0.4 -1.9 -1.024
S -1.627947 -0.034174 -0.023793 -2.6 -0.1 0.8 2.213
H -1.375037 1.233012 -0.503741 0.8 -0.6 0.3 -0.075
H 2.290333 -0.708522 0.666394 0.9 -0.3 0.6 0.219
H 1.003782 -1.174467 -0.421775 0.0 -0.6 -0.8 0.292
H 0.542341 -0.387082 0.952298 0.0 0.0 1.0 0.322

(3)
94
Properties=species:S:1:pos:R:3:forces:R:3:mulliken_charge:R:1 method="wB97M-V/def2-TZVPD" smiles="CCOCCO[C@@]1(COc2ccccc2)OC(=O)[C@@H](c2cccnc2)[C@]1(CCCCOC=O)CCCOC(C)=O.CCOCC"
C 3.592039 -3.995270 1.297957 -0.4 0.2 -0.1 -1.245
C 3.578684 -2.802584 0.344483 0.4 -0.2 0.1 -0.126
O 2.490820 -2.857224 -0.558761 -0.2 0.1 -0.2 -0.416
C 1.302342 -2.260143 -0.056513 0.6 -0.1 0.1 -0.429
C 1.348757 -0.739239 -0.215627 0.4 0.0 -0.3 0.351
O 0.251319 -0.252819 -0.996368 -0.3 -0.2 0.6 -0.336
C -0.051533 1.094615 -0.829659 0.0 0.4 -0.8 0.446
C 1.225952 1.939300 -0.846199 0.1 0.1 0.2 -2.050
O 1.974628 1.547678 -1.972405 0.0 0.0 0.1 -0.334
C 3.145205 2.221358 -2.191422 0.2 0.1 -0.1 0.298
C 3.527472 2.365067 -3.519821 0.1 0.0 -0.2 -0.465
C 4.719276 2.995017 -3.833079 0.1 0.0 0.2 -0.599
C 5.539662 3.490495 -2.823645 0.0 0.0 0.0 -0.508
C 5.153899 3.350850 -1.499522 -0.1 -0.1 -0.2 -0.953
C 3.960299 2.714724 -1.179372 -0.1 0.0 0.1 0.152
O -0.767069 1.436707 -2.051245 -0.1 -0.4 0.1 -0.417
C -1.818102 2.252043 -1.787932 0.2 0.1 0.0 0.470
O -2.657729 2.510107 -2.591656 0.0 0.1 -0.1 -0.645
C -1.633685 2.756384 -0.364695 -0.4 0.3 0.0 -0.393
C -2.780485 3.525146 0.241045 -0.4 -0.1 -0.1 -0.282
C -3.157899 4.725305 -0.361311 -0.2 -0.1 0.3 -0.763
C -4.215449 5.440252 0.176241 0.0 0.0 0.0 -0.543
C -4.855116 4.957341 1.311659 0.2 -0.1 -0.1 -0.439
N -4.510946 3.815916 1.903343 0.0 0.1 -0.1 -0.739
C -3.510860 3.124462 1.361341 0.3 0.0 -0.1 -0.073
C -1.090045 1.464824 0.281509 -0.1 0.3 -0.3 3.315
C -2.266604 0.434128 0.203897 0.1 -0.3 0.6 -1.908
C -2.419413 -0.569933 1.358403 -0.2 -0.3 -0.3 -1.358
C -1.636478 -1.878700 1.138230 -0.5 0.2 0.2 1.093
C -2.542168 -3.091281 1.250665 -0.1 0.1 -0.6 -1.229
O -3.205669 -3.139960 2.518398 0.2 0.1 0.2 -0.347
C -2.489983 -3.734806 3.494349 -0.1 0.0 0.0 0.195
O -2.361299 -3.275577 4.585584 -0.1 0.0 0.1 -0.482
C -0.497883 1.652780 1.679804 0.4 0.0 0.0 -1.021
C 0.234341 2.977931 1.988697 -0.1 -0.4 0.3 -1.109
C 1.468356 2.722506 2.831909 0.4 0.3 0.0 -0.988
O 1.055767 2.399752 4.168886 -0.5 -0.4 -0.3 -0.422
C 1.412185 1.167576 4.623055 0.2 0.0 0.2 0.819
C 0.306615 0.463086 5.354789 -0.2 0.3 0.1 -1.002
O 2.512425 0.715852 4.461399 0.0 -0.1 -0.3 -0.563
H 3.217271 -4.861794 0.754241 0.1 -0.1 0.0 0.254
H 2.929427 -3.827589 2.147241 0.0 -0.1 0.1 0.296
H 4.596137 -4.200128 1.661203 0.0 0.0 0.1 0.410
H 3.591739 -1.861542 0.904804 -0.1 0.1 0.0 0.169
H 4.490863 -2.814157 -0.252767 -0.1 0.0 -0.2 0.464
H 1.232301 -2.505733 1.006480 -0.3 -0.1 0.0 0.125
H 0.470305 -2.693134 -0.605611 0.0 0.0 0.0 -0.298
H 2.280499 -0.518471 -0.742981 0.0 0.1 0.0 0.525
H 1.406744 -0.247988 0.756180 -0.2 0.0 0.0 0.013
H 1.785751 1.811050 0.083721 0.0 -0.1 0.0 0.239
H 0.991717 3.001527 -0.928418 -0.1 0.0 0.0 1.495
H 2.893196 1.976004 -4.304086 -0.1 0.0 0.1 0.465
H 5.021630 3.089796 -4.866957 0.0 0.0 0.0 0.402
H 6.476720 3.971123 -3.066539 0.0 0.0 0.0 0.392
H 5.787142 3.721117 -0.705806 0.0 0.0 0.0 0.400
H 3.690260 2.599681 -0.138337 0.0 0.0 0.0 0.441
H -0.860635 3.516933 -0.510861 0.3 -0.2 0.3 0.811
H -2.645890 5.080909 -1.246116 0.0 0.0 0.0 0.444
H -4.545936 6.364151 -0.278290 0.0 0.0 0.0 0.394
H -5.671772 5.510330 1.758375 0.0 0.0 0.0 0.393
H -3.266529 2.191170 1.851817 0.0 0.0 0.1 0.571
H -3.209798 0.968719 0.118864 0.1 0.2 0.0 1.027
H -2.183261 -0.151220 -0.712019 0.1 0.1 -0.1 0.860
H -2.201327 -0.134948 2.329501 0.0 0.0 0.1 0.152
H -3.477327 -0.837561 1.400425 0.0 0.1 0.1 0.737
H -1.281768 -1.872871 0.109990 0.3 -0.1 0.1 -0.720
H -0.810798 -1.965425 1.847957 0.2 0.0 -0.2 0.156
H -2.006543 -4.019178 1.030814 0.0 -0.1 0.2 0.362
H -3.322063 -2.996052 0.494761 -0.1 -0.1 0.1 0.384
H -2.074755 -4.709313 3.191464 0.2 0.0 -0.1 0.374
H 0.204987 0.832160 1.853257 -0.1 -0.1 0.1 -0.328
H -1.270220 1.532859 2.433019 -0.1 0.0 0.0 0.754
H -0.441047 3.597753 2.578850 0.0 0.3 -0.2 0.517
H 0.535921 3.531586 1.103548 0.0 0.0 -0.1 0.503
H 2.056439 1.894693 2.430310 0.1 0.0 0.0 0.430
H 2.123516 3.593416 2.859110 -0.1 0.1 0.1 0.471
H -0.664980 0.821008 5.023003 0.0 0.0 0.0 0.257
H 0.379084 0.676890 6.421171 0.1 -0.1 0.0 0.347
H 0.390862 -0.607252 5.196896 0.1 -0.1 0.1 0.310
C 0.713735 -4.260260 -3.521102 -0.1 0.1 -0.1 -1.039
C -0.407182 -4.825267 -2.666082 0.0 -0.1 0.0 -0.512
O -1.355976 -3.862694 -2.226883 0.0 0.0 0.2 -0.278
C -2.031232 -3.148374 -3.251007 0.0 0.1 0.0 -0.024
C -2.828515 -4.027532 -4.197670 0.0 -0.1 0.1 -1.425
H 1.254602 -3.481616 -2.989077 0.1 0.1 0.1 0.162
H 1.416631 -5.053805 -3.777373 0.0 0.0 0.0 0.424
H 0.338404 -3.835901 -4.453946 0.0 -0.1 0.0 0.339
H 0.005222 -5.254728 -1.751264 0.0 0.0 0.0 0.342
H -0.913523 -5.639742 -3.196238 0.0 0.0 0.0 0.457
H -1.327220 -2.520472 -3.806731 0.0 0.0 0.0 0.294
H -2.705399 -2.470366 -2.725844 0.0 0.0 0.0 0.249
H -2.190975 -4.715228 -4.754406 0.0 0.0 0.0 0.313
H -3.357658 -3.406204 -4.920497 0.0 0.0 0.0 0.437
H -3.560402 -4.619995 -3.646505 0.0 0.0 0.0 0.312

Computed energy relative to the best compared isomer or geometry (same formula, charge and spin), in the same sequence as the records: 0.0 0.3 0.0 kcal/mol.